Here is a cluster of 2 separate species, C4H9N4 in total from the OMol25 dataset. Energies are from wB97M-V/def2-TZVPD.

## Properties
net charge = +1
energy above the lowest of the compared OMol25 structures with the same formula, charge and spin = 82.12 kcal/mol
LUMO level (spin up / spin down) = -6.47 / -6.47 eV
HOMO level (spin up / spin down) = -14.184 / -14.185 eV
multiplicity = 1
HOMO-LUMO gap (spin up / spin down) = 7.71 / 7.71 eV

```
17
Properties=species:S:1:pos:R:3:forces:R:3
C 1.330347 -1.226752 -0.783343 -0.90 -1.29 -2.10
C 0.639819 0.784148 0.065644 3.18 -1.93 -0.62
C 0.119499 -0.288966 -0.877893 0.48 -0.39 1.56
C -0.069688 1.951774 0.458271 -1.86 0.16 -4.43
N 2.237412 -0.723976 -0.092000 0.99 -0.62 0.18
N 1.920018 0.533005 0.327024 -3.41 2.61 0.62
N -0.990720 -0.270428 -1.558634 0.06 1.37 -0.57
N -0.740031 -1.122744 1.310107 -0.02 0.98 1.15
H 1.554518 -2.205666 -1.183497 -0.84 -0.10 -0.37
H -1.036999 1.666778 0.768929 -1.23 0.07 0.65
H -0.161079 2.645347 -0.442841 -0.03 -0.67 1.08
H 0.481448 2.400586 1.142212 2.11 2.40 3.39
H -1.094822 -0.659380 -2.496215 0.17 -0.73 0.52
H -1.723071 0.455935 -1.381425 1.12 -0.64 0.06
H -0.164863 -1.956341 1.258351 -0.09 0.00 0.52
H -1.727305 -1.396199 1.262529 0.49 0.08 0.12
H -0.574478 -0.587113 2.222788 -0.21 -1.31 -1.74
```
Positions in Å, forces in eV/Å.